DFT (ωB97M-V with the def2-TZVPD basis set) results for a cluster of 2 separate species, C6H14N2O2 in total.

Element x y z (Å)
C -2.39 1.41 -1.62
N -1.85 1.95 -0.36
C -0.53 1.87 -0.17
C 0.12 2.51 1.04
O 0.17 1.22 -0.94
H -1.91 1.87 -2.50
H -2.28 0.33 -1.65
H -3.42 1.78 -1.69
H -2.51 2.46 0.20
H 1.15 2.11 1.01
H 0.13 3.61 0.99
H -0.30 2.32 2.02
C 0.76 -1.51 2.33
N 0.76 -1.06 0.94
C 1.17 -2.01 -0.02
C 1.00 -1.57 -1.49
O 1.09 -3.19 0.19
H 1.75 -1.37 2.76
H -0.10 -1.03 2.81
H 0.44 -2.56 2.33
H 1.26 -0.20 0.74
H -0.04 -1.58 -1.84
H 1.33 -0.55 -1.71
H 1.54 -2.10 -2.29

Values from the calculation:
SMILES: CNC(C)=O.CNC(C)=O
E_HOMO, hartree: -0.33979
ΔE to the lowest compared entry with this formula, charge and spin, kJ/mol: 142.7


DFT (ωB97M-V with the def2-TZVPD basis set) results for a cluster of 2 separate species, C6H14N2O2 in total.

Element x y z (Å)
C -1.86 -0.21 1.76
N -1.95 0.58 0.55
C -1.19 1.78 0.48
C -1.61 2.56 -0.73
O -0.33 1.90 1.28
H -1.28 0.25 2.63
H -2.91 -0.39 2.11
H -1.38 -1.27 1.50
H -2.58 0.21 -0.11
H -2.14 1.83 -1.40
H -2.05 3.46 -0.32
H -0.83 2.82 -1.41
C 1.40 -2.03 1.15
N 1.64 -0.98 0.11
C 1.87 -1.27 -1.22
C 1.98 -0.17 -2.17
O 1.89 -2.44 -1.52
H 1.62 -1.53 2.05
H 0.36 -2.40 1.15
H 2.00 -3.13 1.09
H 1.40 -0.11 0.47
H 2.66 -0.40 -3.07
H 1.09 0.16 -2.59
H 2.22 0.78 -1.78

Values from the calculation:
SMILES: CNC(C)=O.CNC(C)=O
E_HOMO, hartree: -0.34222
ΔE to the lowest compared entry with this formula, charge and spin, kJ/mol: 232.2


DFT (ωB97M-V with the def2-TZVPD basis set) results for a cluster of 2 separate species, C6H14N2O2 in total.

Element x y z (Å)
C 1.11 1.42 0.32
N 1.16 0.41 -0.67
C 2.09 0.50 -1.70
C 2.01 -0.69 -2.51
O 2.73 1.45 -2.09
H 2.08 1.99 0.66
H 0.24 2.21 0.11
H 0.78 0.96 1.32
H 0.65 -0.38 -0.55
H 2.11 -0.46 -3.61
H 2.91 -1.38 -2.29
H 1.13 -1.15 -2.25
C -0.55 -1.25 2.49
N -1.15 -0.22 1.67
C -1.83 -0.64 0.40
C -2.58 0.54 -0.28
O -1.62 -1.75 0.04
H 0.37 -0.81 3.12
H -1.16 -1.76 3.17
H -0.14 -2.04 1.81
H -1.54 0.37 2.20
H -3.75 0.80 0.25
H -2.21 1.53 -0.26
H -2.85 0.33 -1.35

Values from the calculation:
SMILES: CNC(C)=O.CNC(C)=O
E_HOMO, hartree: -0.35049
ΔE to the lowest compared entry with this formula, charge and spin, kJ/mol: 344.9


DFT (ωB97M-V with the def2-TZVPD basis set) results for a cluster of 2 separate species, C6H14N2O2 in total.

Element x y z (Å)
C 1.78 0.98 0.52
N 1.11 1.49 1.71
C -0.15 1.01 1.90
C -1.13 1.99 2.36
O -0.60 0.05 1.37
H 2.85 1.48 0.42
H 1.91 -0.18 0.58
H 1.14 1.00 -0.39
H 1.62 1.97 2.38
H -1.86 1.44 3.06
H -0.79 2.87 3.06
H -1.80 2.26 1.57
C 1.32 -0.96 -2.42
N 0.15 -0.95 -1.54
C -1.00 -1.62 -1.84
C -2.02 -1.78 -0.67
O -1.29 -2.09 -2.88
H 1.41 -1.86 -2.94
H 1.42 0.08 -2.95
H 2.20 -0.87 -1.70
H 0.37 -0.58 -0.59
H -2.78 -1.05 -0.51
H -2.50 -2.81 -0.77
H -1.35 -1.85 0.29

Values from the calculation:
SMILES: CNC(C)=O.CNC(C)=O
E_HOMO, hartree: -0.33703
ΔE to the lowest compared entry with this formula, charge and spin, kJ/mol: 247.5


DFT (ωB97M-V with the def2-TZVPD basis set) results for a cluster of 2 separate species, C6H14N2O2 in total.

Element x y z (Å)
C 2.90 -1.47 -1.56
C 4.08 -0.96 -2.40
N 5.19 -0.58 -1.52
C 6.33 0.01 -1.82
O 6.51 0.58 -2.91
H 3.04 -2.54 -1.33
H 1.94 -1.35 -2.08
H 2.86 -0.91 -0.61
H 4.46 -1.71 -3.12
H 3.90 -0.02 -2.95
H 5.30 -1.05 -0.62
H 6.97 -0.01 -0.91
C -4.71 0.04 0.20
C -4.52 1.34 -0.54
N -5.56 1.36 -1.56
C -5.99 2.48 -2.14
O -5.44 3.55 -2.00
H -4.05 0.08 1.08
H -4.42 -0.82 -0.42
H -5.75 -0.11 0.55
H -4.63 2.18 0.17
H -3.52 1.41 -1.00
H -6.00 0.50 -1.90
H -6.80 2.29 -2.89

Values from the calculation:
SMILES: CCNC=O.CCNC=O
E_HOMO, hartree: -0.35701
ΔE to the lowest compared entry with this formula, charge and spin, kJ/mol: 148.6


DFT (ωB97M-V with the def2-TZVPD basis set) results for an isolated molecule of C6H14N2O2.

Element x y z (Å)
N -3.54 -0.01 1.01
C -3.10 -0.08 -0.38
C -1.72 -0.69 -0.63
C -0.57 0.07 0.02
C 0.80 -0.55 -0.28
C 1.96 0.21 0.38
N 2.16 1.58 -0.10
C 3.27 -0.59 0.22
O 3.32 -1.78 0.27
O 4.34 0.18 0.06
H -2.93 0.57 1.59
H -3.53 -0.95 1.40
H -3.84 -0.65 -0.96
H -3.10 0.93 -0.80
H -1.69 -1.71 -0.27
H -1.57 -0.78 -1.72
H -0.62 1.12 -0.36
H -0.71 0.09 1.08
H 0.94 -0.60 -1.37
H 0.84 -1.60 0.10
H 1.74 0.23 1.45
H 1.95 1.64 -1.10
H 1.59 2.25 0.41
H 4.01 1.10 0.01

Values from the calculation:
SMILES: NCCCC[C@H](N)C(=O)O
E_HOMO, hartree: -0.34791
ΔE to the lowest compared entry with this formula, charge and spin, kJ/mol: 68.6


In the order shown, the computed E_LUMO values come out to 0.643 0.605 0.594 0.538 0.689 0.582 eV.
In the order shown, the computed max |F| values come out to 3.8 5.1 9.8 6.1 3.8 1.3 eV Å⁻¹.
In the order shown, the computed E values come out to -497.00319 -496.96910 -496.92617 -496.96326 -497.00093 -497.03139 Eh.